1.
The following is a quantum chemistry calculation of a molecular structure, C13H35BNNbO7P2S3 at a distorted geometry, from the Open Molecules 2025 dataset.

Positions of all 63 atoms, in Å:
C -2.41517 2.64229 1.88893
C -2.53954 2.67596 0.68518
C -2.76485 2.71191 -0.74151
Nb -2.07983 0.85192 -1.95056
B -3.98429 1.01849 -3.34805
N -5.30378 1.49993 -2.83726
O -3.99272 0.65870 -4.70730
C -1.00005 2.12218 -3.49287
O -1.26220 3.35567 -3.57644
O -0.12463 1.52402 -4.17583
P 0.05774 0.41881 -0.64063
C 1.46444 -0.17307 -1.67990
C -0.04349 -0.83641 0.71563
P -3.59145 -0.76434 -0.55293
C -2.94649 -2.50194 -0.84557
O -3.41618 -0.55764 1.14639
H -2.31406 2.84027 2.92713
H -2.11249 3.49035 -1.15188
H -3.79030 3.02532 -0.94936
H -1.76333 -0.66114 -2.94836
H -5.53951 1.03372 -1.96707
H -5.32091 2.50235 -2.70257
H -4.71984 0.02828 -4.80679
H 1.52266 0.43967 -2.57999
H 1.35043 -1.21967 -1.96859
H 2.40260 -0.05004 -1.12795
H 0.97005 -1.02507 1.08368
H -0.59966 -0.39686 1.54323
H -0.46381 -1.79181 0.40153
H -2.75599 -3.01034 0.09815
H -2.04618 -2.47401 -1.45963
H -3.69526 -3.09093 -1.37470
H -3.59649 -1.41442 1.54525
C 5.66121 0.50767 1.41526
S 4.24748 -0.53504 1.78255
O 3.06248 0.21767 1.31822
C 4.32306 -0.34217 3.57311
H 5.76487 0.56468 0.33481
H 5.48505 1.50239 1.81421
H 6.56788 0.08171 1.84701
H 4.25479 0.71606 3.82746
H 5.25543 -0.76769 3.94780
H 3.47665 -0.87786 3.99835
C 7.59890 4.60622 -0.95097
S 7.32738 4.37922 0.81087
O 7.27898 2.91311 1.05187
C 5.62580 4.95461 0.81543
H 8.60320 4.25589 -1.18075
H 6.86692 4.02331 -1.50992
H 7.51372 5.66467 -1.19735
H 5.03038 4.34604 0.13457
H 5.59673 6.00284 0.51761
H 5.24157 4.85141 1.82801
C -4.12653 -6.00366 2.68887
S -4.08858 -6.41541 0.93598
O -3.37516 -5.31673 0.25283
C -5.84534 -6.14589 0.64965
H -3.10630 -6.05996 3.06277
H -4.50851 -4.99051 2.81571
H -4.75370 -6.72112 3.22012
H -6.10385 -5.12142 0.91851
H -6.42552 -6.85849 1.23808
H -6.03439 -6.30374 -0.40999

LUMO energy = 3.098 eV
HOMO-LUMO gap = 2.367 eV
charge = -2



2.
The following is a quantum chemistry calculation of a single C4H8O molecule, from the Open Molecules 2025 dataset.

Positions of all 13 atoms, in Å:
C 0.81489 -1.29435 0.54136
C 0.32301 1.07350 -1.14761
O -0.70798 1.23895 -1.95790
C -0.24436 1.02786 0.25080
C -0.45308 -0.44914 0.65210
H 1.61667 -0.86759 1.15477
H 1.17882 -1.32762 -0.48984
H 0.63417 -2.31892 0.88332
H -0.37116 1.22397 -2.86653
H 0.47983 1.48026 0.93964
H -1.20044 1.56607 0.32618
H -0.82121 -0.47590 1.68464
H -1.24916 -0.87708 0.02905

LUMO energy = 0.925 eV
HOMO-LUMO gap = 9.376 eV
energy relative to the best compared isomer or geometry (same formula, charge and spin) = 2.4999 eV



3.
The following is a quantum chemistry calculation of a molecular structure, C2HFLuO at a distorted geometry, from the Open Molecules 2025 dataset.

Positions of all 6 atoms, in Å:
H -0.71703 -1.46070 1.03900
C -0.56815 -0.40689 0.50642
C -1.86604 -0.57117 -0.10143
O 0.40646 0.12731 0.01502
F -2.76067 0.27537 0.26709
Lu 1.81630 0.29308 -1.88920

LUMO energy (spin up / spin down) = -10.752 / -11.672 eV
2S+1 = 2
HOMO-LUMO gap (spin up / spin down) = 7.533 / 7.161 eV
charge = +2
<S²> = 0.7504



4.
The following is a quantum chemistry calculation of 2 unconnected molecules or ions with the total composition C4H9NO2 at a distorted geometry, from the Open Molecules 2025 dataset.

Positions of all 16 atoms, in Å:
C 0.10093 -0.11470 1.63037
C 1.13301 1.00692 -1.62637
C -2.25324 -0.74329 1.59423
C 1.84937 -0.21055 -2.11183
N -0.88952 -0.68836 1.10122
O -0.75099 -1.41536 -0.09388
O 1.71453 -1.27041 -1.55977
H -0.36408 0.42381 2.47447
H 0.23743 0.70052 -1.13725
H 1.54764 1.50437 -0.76832
H 0.93315 1.81087 -2.38011
H -2.81454 -1.43539 1.05613
H -2.65056 0.28513 1.48370
H -2.04822 -1.16203 2.58027
H 2.41017 -0.08717 -3.00156
H 0.22521 -1.41871 -0.28792

LUMO energy = 0.960 eV
HOMO-LUMO gap = 9.579 eV
energy relative to the best compared isomer or geometry (same formula, charge and spin) = 5.5148 eV



5.
The following is a quantum chemistry calculation of 7 unconnected molecules or ions with the total composition C25H60I2NO7 at a distorted geometry, from the Open Molecules 2025 dataset.

Positions of all 95 atoms, in Å:
C -0.12017 -0.29058 1.44394
C 0.61809 1.02712 1.51102
I -0.63128 2.74367 1.48221
C 1.91181 1.13912 1.57701
I 3.04992 -0.65531 1.55774
C 2.64970 2.41104 1.63380
C 3.42456 2.62273 0.29815
N 4.84584 3.00065 0.56007
C 4.90128 4.12214 1.55178
C 4.10563 3.72729 2.82087
O 3.59811 2.42292 2.70045
H 0.06711 -0.81216 2.38172
H 0.23957 -0.83201 0.57457
H -1.18560 -0.11796 1.37049
H 2.01230 3.28190 1.77393
H 2.97335 3.47761 -0.20154
H 3.33962 1.78188 -0.38055
H 5.41124 2.19412 0.84670
H 5.22492 3.38274 -0.30750
H 5.94242 4.28753 1.80084
H 4.49374 5.00372 1.06998
H 3.31701 4.46256 2.99971
H 4.76030 3.76708 3.68197
C 10.16880 2.57790 1.19657
C 8.78311 2.13448 1.63543
C 8.80857 1.52918 3.03072
O 8.26058 1.17865 0.70502
H 10.85065 1.72507 1.16275
H 10.13608 3.00267 0.19261
H 10.58003 3.32419 1.87704
H 8.10239 2.99192 1.62010
H 9.44850 0.64439 3.05316
H 7.80877 1.20880 3.33041
H 9.17960 2.24413 3.76602
H 8.84989 0.41458 0.70888
C 1.92226 -4.25533 -2.29773
C 1.69334 -4.17582 -0.79652
C 2.10084 -5.46834 -0.10500
O 0.31786 -3.89501 -0.52742
H 1.32130 -5.05581 -2.73673
H 1.62011 -3.32514 -2.78070
H 2.97174 -4.44364 -2.52901
H 2.26197 -3.34331 -0.38208
H 1.50522 -6.30686 -0.47482
H 1.92673 -5.40043 0.97050
H 3.15524 -5.69240 -0.27238
H -0.20812 -4.61992 -0.88659
C -0.38286 -5.06472 4.76505
C -0.71984 -3.68182 4.23112
C -1.98063 -3.70843 3.38063
O 0.37396 -3.18245 3.45670
H -0.19993 -5.76080 3.94151
H 0.52630 -5.03160 5.36648
H -1.19272 -5.46005 5.37938
H -0.85390 -2.99037 5.06408
H -1.84623 -4.36210 2.51438
H -2.20694 -2.71148 2.99877
H -2.83754 -4.06390 3.95427
H 0.50676 -3.78350 2.71261
C -3.23378 6.33798 -1.44253
C -4.46330 5.66656 -0.84987
C -4.58070 5.94321 0.64095
O -4.40075 4.25800 -1.07603
H -2.32247 5.95481 -0.97216
H -3.15889 6.12558 -2.50961
H -3.26719 7.41958 -1.30397
H -5.35771 6.02493 -1.36014
H -3.71069 5.54821 1.17536
H -5.46174 5.45068 1.05302
H -4.65390 7.01305 0.84126
H -3.61415 3.92236 -0.63104
C -4.45371 0.66348 -2.10824
C -5.62346 0.49225 -3.06271
C -5.24678 0.90260 -4.47729
O -6.72839 1.27592 -2.61102
H -4.14363 1.71176 -2.06475
H -4.74085 0.37333 -1.09563
H -3.59782 0.05837 -2.41579
H -5.95024 -0.54686 -3.06005
H -4.95848 1.95770 -4.50777
H -6.09773 0.78221 -5.14872
H -4.41683 0.30309 -4.85511
H -6.45254 2.20108 -2.60701
C -7.38927 -3.52436 -3.46824
C -6.07818 -3.75815 -4.20310
C -5.64977 -5.21511 -4.12134
O -5.05872 -2.92222 -3.65061
H -7.28451 -3.76830 -2.40716
H -7.68139 -2.47509 -3.52945
H -8.19158 -4.13379 -3.88627
H -6.18720 -3.46667 -5.24833
H -5.49127 -5.51145 -3.08039
H -4.70581 -5.36633 -4.64673
H -6.40116 -5.87402 -4.55849
H -4.94674 -3.16489 -2.72360

LUMO energy = -2.868 eV
HOMO-LUMO gap = 8.173 eV
charge = +1



6.
The following is a quantum chemistry calculation of a molecular structure, C15H22N3O2RuS, from the Open Molecules 2025 dataset.

Positions of all 44 atoms, in Å:
Ru 1.34467 1.54817 0.67366
C 1.28238 -2.93997 -2.42150
C 0.85264 -1.49118 -2.26687
N 1.88006 -0.69141 -1.56732
C 2.66909 0.21626 -2.41181
C 1.96149 1.55929 -2.56534
C 2.02580 -0.74721 -0.24844
S 3.24609 0.09650 0.62652
N 1.12325 -1.52290 0.42867
C 0.00913 -0.97621 0.75618
O -0.22653 0.32592 0.62746
C -1.10425 -1.79732 1.27953
C -2.38212 -1.26440 1.41937
C -3.41906 -2.05889 1.88142
C -3.18004 -3.38352 2.21785
C -1.90418 -3.91701 2.08635
C -0.86951 -3.13046 1.61150
H 0.50726 -3.49908 -2.94458
H 1.44085 -3.39909 -1.44726
H 2.20397 -3.01266 -2.99966
H -0.09866 -1.41293 -1.74531
H 0.71819 -1.02423 -3.24166
H 2.75887 -0.25941 -3.38779
H 3.66966 0.32308 -2.00263
H 0.93804 1.42416 -2.91614
H 2.48901 2.19356 -3.27715
H 1.93526 2.13139 -1.62586
H -2.56803 -0.23248 1.15608
H -4.41369 -1.64542 1.98032
H -3.98928 -4.00176 2.58292
H -1.71737 -4.94819 2.35368
H 0.12799 -3.53335 1.50130
C 1.32640 1.62362 2.45769
H 0.39863 1.82925 3.00097
H 2.19549 1.41772 3.08615
C -1.20082 5.11725 0.43287
C -0.80214 3.68279 0.53070
N -1.70211 2.77286 0.87132
O 0.39001 3.35952 0.30024
H -2.27972 5.24873 0.42659
H -0.76796 5.54526 -0.46878
H -0.77957 5.64941 1.28674
H -2.65727 3.03267 1.04697
H -1.43196 1.79166 0.91503

LUMO energy (spin up / spin down) = -4.288 / -4.290 eV
HOMO-LUMO gap (spin up / spin down) = 7.215 / 7.215 eV
charge = +1
energy relative to the best compared isomer or geometry (same formula, charge and spin) = 0.5948 eV



7.
The following is a quantum chemistry calculation of a molecular structure, ITi at a distorted geometry, from the Open Molecules 2025 dataset.

Positions of all 2 atoms, in Å:
Ti 15.84861 -21.90891 6.15315
I 16.15317 -21.71312 8.43528

LUMO energy (spin up / spin down) = -0.426 / -0.523 eV
2S+1 = 4
HOMO-LUMO gap (spin up / spin down) = 6.405 / 9.064 eV
<S²> = 3.7592
energy relative to the best compared isomer or geometry (same formula, charge and spin) = 0.4202 eV



8.
The following is a quantum chemistry calculation of a single C3H8N2 molecule at a distorted geometry, from the Open Molecules 2025 dataset.

Positions of all 13 atoms, in Å:
H -1.49059 1.45620 1.10752
N -1.28586 1.39142 0.12720
C -0.35821 0.51610 -0.12007
C 0.05435 0.25733 -1.49732
N 0.26792 -0.27130 0.84621
C 1.01343 -1.49044 0.60493
H -0.30713 -0.73028 -1.82171
H -0.28991 1.02012 -2.15871
H 1.17263 0.18473 -1.51859
H 0.07205 -0.06680 1.82508
H 0.60557 -2.03579 -0.26954
H 0.95308 -2.15888 1.55309
H 2.15243 -1.20805 0.54369

LUMO energy = 0.897 eV
SMILES string = [H]/N=C(/C)NC
HOMO-LUMO gap = 9.547 eV
energy relative to the best compared isomer or geometry (same formula, charge and spin) = 1.4606 eV



no.,DFT total energy (a.u.)
1,-3056.54189
2,-232.35376
3,-1486.49575
4,-362.88287
5,-2165.06971
6,-1392.35369
7,-1147.04426
8,-228.59498